[1]
C4H4ClN | wB97M-V/def2-TZVPD

Results
**Energy above the lowest of the compared OMol25 structures with the same formula, charge and spin**: 123.27 kcal/mol
**LUMO energy (alpha / beta)**: -1.474 / -1.234 eV

CARTESIAN COORDINATES (ANGSTROEM)
H: -1.55 -0.09 0.38
C: 1.06 0.86 0.81
H: 1.56 1.25 1.64
N: 0.96 -0.39 0.46
C: -1.18 -0.91 -0.27
C: 0.75 1.96 0.01
H: -1.82 -1.63 -0.59
H: 0.53 -2.07 -0.88
Cl: -0.47 2.15 -1.18
C: 0.15 -1.13 -0.37

Results of the natural (NBO) charge analysis, in e, for atoms 1 through 6: H 0.200; C -0.114; H 0.207; N -0.349; C -0.380; C 0.003


[2]
C4H4ClN | wB97M-V/def2-TZVPD

Results
**SMILES**: C=C(C#N)CCl
**Energy above the lowest of the compared OMol25 structures with the same formula, charge and spin**: 41.38 kcal/mol
**LUMO energy**: 0.047 eV

CARTESIAN COORDINATES (ANGSTROEM)
C: 0.63 -1.31 -0.08
H: -1.30 1.09 0.91
H: -0.81 -0.58 1.50
H: 0.60 1.97 -0.43
H: 1.86 0.85 -1.08
N: 1.22 -2.34 -0.19
C: 0.24 0.06 -0.08
Cl: -2.28 -0.84 -0.48
C: 0.89 0.99 -0.65
C: -1.06 0.11 0.58

Results of the natural (NBO) charge analysis, in e, for atoms 1 through 6: C 0.243; H 0.225; H 0.235; H 0.202; H 0.222; N -0.276


[3]
C4H4ClNO | wB97M-V/def2-TZVPD

Results
**SMILES**: C=NC(=C)C(=O)Cl
**Energy above the lowest of the compared OMol25 structures with the same formula, charge and spin**: 44.82 kcal/mol
**LUMO energy**: -0.190 eV

CARTESIAN COORDINATES (ANGSTROEM)
C: 0.55 1.79 -0.43
O: -1.97 -1.47 -0.72
C: 0.86 -1.59 0.65
C: -1.37 -0.55 -0.24
N: 0.80 0.72 0.20
H: 1.10 2.77 -0.06
H: 0.44 -2.51 0.73
H: 1.88 -1.41 1.03
C: 0.23 -0.51 0.12
Cl: -2.39 0.83 0.03
H: -0.12 1.92 -1.32

Results of the natural (NBO) charge analysis, in e, for atoms 1 through 6: C 0.003; O -0.496; C -0.308; C 0.474; N -0.454; H 0.181